{
  "formula": "C26H44O40S7",
  "method": "the ωB97M-V functional and the def2-TZVPD basis",
  "orbital_gap_ev": 9.485,
  "spin_multiplicity": 1,
  "homo_energy_ev": -9.874,
  "elements": ["S", "O", "O", "C", "H", "H", "H", "C", "O", "C", "H", "H", "C", "H", "H", "C", "O", "H", "H", "H", "O", "O", "H", "C", "O", "H", "H", "C", "S", "H", "H", "O", "O", "H", "O", "O", "O", "O", "C", "H", "H", "C", "S", "C", "S", "H", "H", "H", "H", "H", "S", "C", "C", "O", "H", "H", "H", "C", "O", "O", "O", "H", "C", "C", "H", "O", "H", "O", "H", "H", "C", "O", "O", "O", "H", "H", "H", "C", "O", "C", "H", "C", "O", "S", "O", "C", "O", "C", "H", "O", "H", "O", "O", "O", "H", "C", "H", "C", "H", "O", "O", "S", "H", "H", "O", "C", "O", "C", "O", "O", "O", "H", "O", "C", "H", "O", "O"],
  "coordinates": [[-6.13273, -1.24696, 2.56195], [-4.20234, 3.30429, -0.64533], [-6.20147, -2.08342, 3.72181], [6.40864, -1.90868, -1.70855], [4.67309, 1.68261, 1.37384], [-3.77293, 2.68662, 2.37103], [-1.86680, 4.75476, -1.55961], [-2.41995, -2.05050, -5.04254], [1.15104, -0.52943, 3.65286], [-1.17939, -3.84949, 4.67586], [0.49331, -1.57197, -0.26278], [-2.96852, -2.67518, -5.74749], [1.37817, 3.48148, -4.93433], [-1.24227, 3.99767, 0.50934], [1.71943, -2.12534, 7.82461], [-1.14557, 7.04800, -0.08351], [-0.62231, 0.28603, -2.59206], [-4.13368, 1.34023, -0.05931], [-1.74396, -1.47291, -5.67303], [-0.77359, -5.88082, 5.45892], [-2.96617, -1.19898, -2.87812], [2.02074, -1.58650, 5.78048], [-5.37004, 2.16745, 1.95369], [-0.68489, 4.88744, 0.21652], [-4.88717, 4.04243, 1.27954], [-4.08390, -3.26629, 1.47175], [-6.21613, -2.68166, -0.45523], [-0.31152, -5.05610, 4.91631], [0.00076, 0.99999, -1.43570], [-0.41264, 0.34658, 1.80012], [-0.15254, 4.66377, -1.81832], [-0.22027, 0.70698, -6.44453], [-0.92978, 6.59409, -1.30040], [2.12345, 0.37353, 7.80964], [-1.61642, -3.85514, 3.30396], [-1.74257, -2.89687, -4.07766], [2.04550, 1.22117, -5.36883], [2.22479, 2.82477, 1.07570], [1.54823, -2.16099, -2.84611], [1.75677, 4.50106, -4.86205], [2.29747, 2.57517, 3.04817], [-4.52453, -2.42858, 0.93121], [1.91140, -0.23166, 4.85789], [5.92860, -0.50639, -1.59224], [-2.35383, -2.63966, -2.46209], [0.36232, 0.25151, 7.84643], [4.80492, 2.22303, 3.04902], [3.36687, 2.85474, -5.30923], [-0.69541, -2.90972, 4.94176], [0.37210, 4.80667, 0.47019], [0.99828, 1.56932, -6.60798], [2.49728, 2.41447, -4.82131], [-5.94030, -2.82677, 0.58927], [2.47180, -2.22489, -3.90180], [6.79407, 0.13983, -1.44574], [5.46669, -0.20062, -2.53098], [-6.12004, -3.90057, 0.64174], [2.74749, 2.09063, 2.18168], [5.10214, -0.52355, -0.52873], [-0.86995, 0.98578, -0.04207], [4.29242, 3.73475, 1.59806], [0.66356, -1.63968, -3.21178], [1.34424, -1.52437, 6.99625], [0.81049, -0.69530, 0.30198], [7.49683, -1.84634, -1.70213], [4.20041, -2.07767, 0.91133], [2.85751, 2.42654, -3.79263], [0.01823, -5.54258, 3.63523], [0.53643, -4.05804, -3.27089], [-1.28727, -0.83039, 0.88517], [1.25312, -0.00280, 7.27205], [-1.27582, 6.06482, 0.81762], [0.52078, -3.52384, 2.09427], [-0.97258, -5.32516, 1.22351], [1.13834, -4.02764, -1.57262], [-3.61110, -0.23410, -4.62406], [2.57304, 1.01811, 2.09593], [-3.84764, 2.34224, 0.26045], [0.39065, 2.37251, -1.72780], [1.28699, -3.66009, -2.58796], [-2.00204, -3.89137, 5.38971], [3.16603, -3.42424, -3.78341], [0.74154, 3.18868, -6.13122], [-0.44088, -4.60355, 2.32659], [2.49341, -4.29776, -2.92109], [-0.49449, -0.08682, 0.80334], [5.76180, -2.52229, -0.62029], [-4.53118, 2.76186, 1.59162], [-3.83429, -2.13812, 0.13919], [-6.58317, 0.15392, 2.62878], [-4.46110, -1.60443, -4.32615], [4.34400, -3.60850, -4.16444], [1.26462, 0.16531, -0.65773], [-1.36984, 8.25369, 0.17014], [6.00630, -2.25750, -2.65963], [-0.91321, 5.14384, -1.20268], [1.50398, -1.00728, 1.08290], [-3.44600, -1.22646, -4.20445], [-2.76600, 2.36015, 0.39401], [-6.85300, -2.02359, 1.33461], [-4.90703, 5.39502, -0.42784], [3.34615, 3.76916, 0.23132], [1.87447, -1.52851, -2.02051], [0.36093, -1.94998, 6.79609], [2.79367, 5.11524, -0.01667], [4.23407, 2.33645, 2.12740], [3.90743, 2.98165, -0.87018], [5.00085, -1.76687, -0.00504], [1.05805, 0.51988, 5.98046], [-4.62286, -1.34153, 1.79657], [-3.37981, -3.59411, -2.21011], [0.61219, 3.51097, -4.15941], [-1.32039, -2.59740, -1.41292], [-4.67276, 4.28059, 0.01884], [0.65083, -4.74862, 5.32549], [1.71637, 1.58864, -7.89908], [3.21081, 0.39018, 4.67598]],
  "mulliken_charge": [1.040, -0.283, -0.529, -0.248, 0.193, 0.277, 0.211, -0.170, -0.088, 0.062, -0.238, 0.294, 0.058, -0.323, 0.360, 0.571, -0.346, 0.195, 0.169, 0.297, -0.081, -0.305, 0.174, 0.577, -0.318, 0.054, 0.253, -0.283, -0.089, 0.245, -0.148, -0.442, -0.404, 0.295, -0.343, -0.418, -0.185, -0.211, 1.516, 0.375, 0.220, 0.602, 0.859, -0.237, 0.712, 0.326, 0.325, 0.357, -0.152, 0.054, 0.950, -0.242, -0.309, -0.312, 0.257, 0.196, 0.375, 0.765, -0.054, 0.063, -0.443, -0.387, -0.157, 0.125, 0.310, -0.620, 0.176, -0.412, 0.276, 0.058, -0.433, -0.377, -0.305, -0.518, 0.178, 0.413, -0.390, 0.581, -0.370, -0.024, 0.370, 0.398, -0.398, 0.973, -0.402, -0.261, -0.325, -0.172, -0.416, -0.549, 0.351, -0.611, 0.137, -0.641, 0.195, 0.430, 0.460, -0.587, -0.504, -0.394, -0.636, 1.128, -0.627, 0.149, -0.568, -0.437, -0.492, 0.570, -0.343, -0.199, -0.546, -0.022, -0.006, 0.685, 0.247, -0.556, -0.601]
}

***

{
  "formula": "C4H7N3",
  "method": "the ωB97M-V functional and the def2-TZVPD basis",
  "orbital_gap_ev": [7.715, 7.715],
  "spin_multiplicity": 1,
  "homo_energy_ev": [-7.155, -7.154],
  "elements": ["C", "C", "C", "H", "H", "C", "H", "H", "N", "N", "H", "H", "H", "N"],
  "coordinates": [[-1.42561, -1.52545, -0.58103], [-0.58911, 1.78434, 0.49793], [1.64229, -0.49443, 0.29384], [0.83569, -0.57728, -1.68050], [1.38259, -0.64103, 1.35226], [-0.70829, -0.33282, -0.47516], [1.89094, -1.46537, -0.08114], [2.53069, 0.12539, 0.24415], [0.60377, -0.09898, -0.81709], [-1.99172, -2.53563, -0.70427], [0.25508, 2.13624, -0.05335], [-2.11661, 0.49035, 0.64489], [-1.07891, 2.44708, 1.15356], [-1.23079, 0.68757, 0.20592]],
  "mulliken_charge": [0.341, -0.571, -0.910, 0.325, 0.292, 0.061, 0.369, 0.303, -0.432, -0.493, 0.281, 0.246, 0.290, -0.101]
}

***

It is found that the strongest force on any atom values, taken in the order of the records, are 7.34, 1.69 eV/A.